# 1
Entry from the OMol25 dataset: a molecular structure, C35H54I2NaO2S3Se (the ωB97M-V functional and the def2-TZVPD basis).

Structure (XYZ):
```
98
Properties=species:S:1:pos:R:3:lowdin_charge:R:1
Na -2.1257 1.1396 -0.4811 -0.03
C 5.6728 -1.0225 -1.8188 -0.08
C 4.3531 -1.7822 -1.6763 -0.56
C 4.1747 -2.6609 -2.9226 -0.06
C 4.4585 -2.6880 -0.4422 -0.06
C 3.1561 -0.8431 -1.5334 -0.19
C 1.8762 -1.3598 -1.3757 -0.10
C 0.7628 -0.5451 -1.2542 -0.40
Se -0.9137 -1.4045 -0.8544 1.10
C -0.7747 -1.4801 1.0707 -0.39
C 0.1996 -2.2927 1.6358 -0.08
C 0.3570 -2.3911 3.0081 -0.19
C -0.5255 -1.6414 3.7929 0.00
C -1.5171 -0.8266 3.2807 -0.09
C -1.6790 -0.7086 1.8525 -0.40
O -2.5901 0.0411 1.3292 -0.23
C -2.4386 -0.0245 4.2026 -0.53
C -3.9045 -0.4046 3.9434 -0.05
C -2.1513 -0.2723 5.6854 -0.08
C -2.2423 1.4754 3.9422 -0.06
C 1.4251 -3.2535 3.6774 -0.56
C 0.7651 -4.2984 4.5882 -0.06
C 2.3514 -2.3674 4.5237 -0.05
C 2.2887 -3.9921 2.6558 -0.07
C 0.8442 0.8794 -1.3666 -0.39
O -0.2094 1.6264 -1.4026 -0.21
C 2.1773 1.4084 -1.4469 -0.09
C 3.2623 0.5443 -1.5307 0.00
C 2.4098 2.9224 -1.4338 -0.53
C 2.0189 3.5184 -2.7921 -0.04
C 3.8840 3.2780 -1.2018 -0.08
C 1.6010 3.5956 -0.3124 -0.06
H 6.4963 -1.7339 -1.9219 0.08
H 5.8735 -0.4006 -0.9440 0.08
H 5.6711 -0.3791 -2.7015 0.08
H 5.0151 -3.3537 -3.0324 0.08
H 4.1149 -2.0418 -3.8202 0.09
H 3.2564 -3.2470 -2.8623 0.08
H 5.3114 -3.3686 -0.5306 0.08
H 3.5583 -3.2909 -0.3166 0.07
H 4.5854 -2.0883 0.4618 0.09
H 1.7237 -2.4331 -1.3299 0.09
H 0.8440 -2.8481 0.9664 0.08
H -0.4219 -1.7096 4.8691 0.09
H -4.0682 -1.4583 4.1845 0.09
H -4.1572 -0.2406 2.8980 0.05
H -4.5685 0.1961 4.5753 0.08
H -2.2916 -1.3219 5.9544 0.08
H -2.8425 0.3227 6.2885 0.08
H -1.1342 0.0195 5.9574 0.08
H -2.4252 1.6867 2.8908 0.03
H -1.2189 1.7760 4.1804 0.09
H -2.9258 2.0604 4.5699 0.08
H 0.1541 -3.8244 5.3583 0.07
H 1.5230 -4.9117 5.0860 0.08
H 0.1157 -4.9550 4.0055 0.09
H 1.7941 -1.8332 5.2952 0.07
H 2.8439 -1.6240 3.8937 0.09
H 3.1205 -2.9709 5.0163 0.08
H 1.6897 -4.6618 2.0347 0.09
H 3.0397 -4.5940 3.1747 0.08
H 2.8100 -3.2946 1.9989 0.06
H 4.2510 0.9749 -1.5931 0.08
H 2.6477 3.0969 -3.5803 0.09
H 2.1460 4.6065 -2.7930 0.08
H 0.9829 3.2943 -3.0249 0.05
H 4.5212 2.9655 -2.0330 0.08
H 4.2667 2.8254 -0.2843 0.09
H 3.9792 4.3634 -1.1140 0.08
H 0.5345 3.5189 -0.5110 0.03
H 1.8893 4.6475 -0.2223 0.08
H 1.7975 3.1033 0.6429 0.10
C -1.7391 2.8537 -3.8716 -0.53
C -1.5216 1.6631 -4.7953 -0.51
S -1.5306 0.0247 -4.0193 0.90
C -3.0607 -0.7165 -4.6540 -0.52
C -3.9793 -1.2328 -3.5489 -0.54
S -4.5151 -0.0437 -2.3043 0.82
C -5.3903 1.2070 -3.2657 -0.54
C -4.5553 2.2896 -3.9631 -0.52
S -3.2605 2.9750 -2.9025 0.84
H -0.9938 2.8072 -3.0755 0.02
H -1.5968 3.7692 -4.4507 0.07
H -2.2152 1.6565 -5.6377 0.06
H -0.5271 1.7905 -5.2288 0.07
H -3.5780 0.0039 -5.2859 0.05
H -2.7988 -1.5620 -5.2944 0.07
H -4.8515 -1.7184 -3.9953 0.07
H -3.4511 -1.9854 -2.9589 0.06
H -6.0389 0.7153 -3.9963 0.08
H -6.0477 1.6856 -2.5372 0.04
H -4.0952 1.9047 -4.8683 0.04
H -5.2314 3.0907 -4.2693 0.07
I -5.3159 2.1931 0.7398 0.84
C -4.1658 3.6538 1.7602 -1.14
I -2.3178 4.1174 0.8337 0.88
H -3.9419 3.2525 2.7402 -0.07
H -4.7503 4.5622 1.8188 -0.05
```

Calculated values
- Gap between HOMO and LUMO: 5.7 eV
- Energy relative to the best compared isomer or geometry (same formula, charge and spin): 5.1 kcal/mol
- E_LUMO: 1.83 eV
- E: -5870.37061 a.u.
- Largest force on an atom: 0.4 eV/A
- Total charge: -1

---

# 2
Entry from the OMol25 dataset: a molecular structure, C35H54NPdSSbSi5Te (the ωB97M-V functional and the def2-TZVPD basis).

Structure (XYZ):
```
99
Properties=species:S:1:pos:R:3:lowdin_charge:R:1
Pd 3.3870 -0.7378 0.2949 0.27
C 3.6033 4.9768 -2.6750 -0.17
Si 5.0408 4.0376 -2.0737 0.48
C 5.2983 4.2235 -0.2351 -0.20
C 6.6949 4.2951 -2.7394 -0.19
C 4.7327 2.1133 -2.5402 -0.15
C 5.2499 1.4724 -3.7774 -0.02
C 5.2966 0.1200 -3.9116 -0.05
C 4.8137 -0.7321 -2.9422 -0.07
N 4.3548 -0.1955 -1.7763 -0.06
C 4.2736 1.1741 -1.6215 -0.71
S 3.2913 1.5131 -0.2064 0.76
H 3.7122 5.9606 -2.1718 0.06
H 2.7142 4.5279 -2.2762 0.02
H 3.5442 5.0586 -3.7653 0.05
H 5.7172 5.2012 0.0857 0.06
H 5.9611 3.3854 0.0173 0.04
H 4.4013 4.1740 0.3279 -0.01
H 7.0347 5.3026 -2.5504 0.04
H 6.7271 4.2134 -3.8475 0.05
H 7.3926 3.6190 -2.2069 0.06
H 5.6468 2.0974 -4.5391 0.10
H 5.6858 -0.2532 -4.8348 0.12
H 4.9384 -1.7964 -2.9689 0.11
C -8.7674 -0.6792 -0.3751 -0.23
Si -7.6352 -0.1865 0.9682 0.37
C -8.5112 0.2586 2.5642 -0.19
C -6.3309 -1.4639 1.2806 -0.20
Si -6.8268 1.8111 -0.1315 0.11
Te -4.5016 1.6192 -0.4484 0.83
Si -5.8306 3.6982 1.4086 0.42
C -7.3942 4.8639 1.5727 -0.15
C -4.2608 4.5627 0.6362 -0.28
C -5.5117 3.1259 3.1258 -0.20
Si -7.8115 3.0026 -2.0392 0.41
C -6.5716 4.4725 -2.2159 -0.21
C -7.8573 1.9015 -3.4884 -0.20
C -9.5381 3.3557 -1.3795 -0.21
H -9.1573 -1.6769 -0.3588 0.04
H -8.3488 -0.4641 -1.3700 0.01
H -9.6435 0.0654 -0.3627 0.07
H -7.9008 0.9055 3.1619 0.00
H -8.8131 -0.6038 3.1169 0.04
H -9.4327 0.8171 2.4369 0.04
H -6.6276 -2.4882 0.9450 0.06
H -6.1482 -1.6295 2.3182 0.03
H -5.4199 -1.1851 0.7685 -0.02
H -7.7218 5.4161 0.6987 0.03
H -6.9646 5.4217 2.3029 -0.02
H -8.1672 4.1662 1.8754 0.03
H -4.4430 4.7079 -0.3597 -0.05
H -3.3458 3.9951 0.7502 -0.01
H -3.9917 5.5215 1.1013 0.05
H -4.5767 2.6271 3.3675 0.05
H -6.3224 2.5773 3.5724 0.02
H -5.4421 4.0880 3.6233 0.04
H -5.6724 3.9910 -2.6007 0.02
H -6.3542 5.1510 -1.3372 0.03
H -6.9377 5.1839 -2.9436 0.03
H -7.0017 1.8321 -4.1444 0.04
H -8.7441 2.2386 -4.0250 0.05
H -7.9697 0.8691 -3.0580 0.04
H -9.6370 3.5326 -0.3058 0.02
H -10.2136 2.4614 -1.3399 0.05
H -10.0001 4.1280 -1.9829 0.04
C 9.1573 -2.8407 2.7124 -0.10
C 8.1495 -2.1830 3.3904 -0.06
C 6.8339 -2.2223 2.8289 -0.13
C 6.6334 -3.0262 1.6824 -0.40
C 7.6634 -3.5966 1.0072 -0.13
C 8.9550 -3.4874 1.5467 -0.07
Sb 4.6218 -3.0672 0.8758 1.50
C 3.7209 -4.4000 2.4853 -0.33
C 2.3649 -4.6227 2.5344 -0.14
C 1.6399 -5.6108 3.3990 -0.07
C 2.4300 -6.1938 4.3367 -0.10
C 3.7996 -5.7566 4.5032 -0.06
C 4.4470 -4.9097 3.6001 -0.10
C 4.5536 -4.5061 -0.6616 -0.40
C 5.1476 -5.7168 -0.6179 -0.14
C 4.9331 -6.6408 -1.6075 -0.05
C 4.0728 -6.3231 -2.6665 -0.03
C 3.4009 -5.0987 -2.6493 -0.10
C 3.6352 -4.2471 -1.6817 -0.21
H 10.1251 -2.8171 3.2001 0.12
H 8.4053 -1.4722 4.2315 0.13
H 5.9515 -1.8100 3.3505 0.10
H 7.4975 -4.1680 0.1104 0.09
H 9.6687 -3.9400 0.9135 0.10
H 1.8287 -4.4376 1.5887 0.08
H 0.6679 -6.0183 3.0647 0.11
H 2.0481 -7.0913 4.9690 0.14
H 4.2952 -6.2815 5.2452 0.07
H 5.3080 -4.3046 3.6591 0.06
H 5.8608 -5.9998 0.1336 0.11
H 5.4328 -7.6002 -1.5175 0.12
H 3.8342 -7.1381 -3.3007 0.10
H 2.7910 -4.8122 -3.5122 0.12
H 2.9598 -3.4016 -1.5489 0.08
```

Calculated values
- Gap between HOMO and LUMO (spin up / spin down): 8.1 / 5.1 eV
- E_LUMO (spin up / spin down): -4.11 / -7.18 eV
- E: -3901.98231 a.u.
- Largest force on an atom: 4.5 eV/A
- Total charge: +2
- Multiplicity: 5

---

# 3
Entry from the OMol25 dataset: a molecular structure, C35H55Br20NO5 (the ωB97M-V functional and the def2-TZVPD basis).

Structure (XYZ):
```
116
Properties=species:S:1:pos:R:3:lowdin_charge:R:1
C -5.2538 1.8279 -5.3532 -0.10
C -5.8593 0.3083 -5.2302 -0.23
O -4.9467 -0.7639 -5.6564 -0.09
C -4.1184 -1.2700 -4.5512 -0.24
O -2.7834 -1.3650 -4.7835 -0.04
C -4.6441 -1.7853 -3.0863 -0.12
C -3.8259 -1.0570 -1.8254 -0.17
C -4.1748 0.5511 -1.8106 -0.12
C -3.1478 1.4606 -0.9054 0.01
C -1.9763 2.2199 -1.4931 0.03
C -1.5027 2.2606 -3.1007 -0.16
C -1.7859 3.6447 -3.8509 -0.01
C -1.4191 3.7948 -5.4313 -0.02
C -0.7907 2.4020 -5.9974 -0.05
C -0.5789 1.1660 -4.9980 -0.10
N -0.8924 0.9828 -3.5533 0.08
C -1.2531 3.0101 -0.2368 -0.16
O -0.1121 3.6928 -0.3951 0.01
O -2.0337 2.7817 1.0153 -0.04
C -3.1237 1.8134 0.6960 -0.23
O -3.9822 1.2795 1.5963 -0.36
H -5.2028 2.2471 -6.4529 0.09
H -4.2104 1.9914 -4.8494 0.06
H -6.0158 2.5355 -4.7675 0.10
H -6.3052 0.1854 -4.1552 0.11
H -6.7914 0.2628 -5.9747 0.14
H -5.7959 -1.5384 -2.9052 0.10
H -4.5479 -2.9499 -3.0048 0.09
H -4.2389 -1.5872 -0.8407 0.13
H -2.6684 -1.2904 -1.8428 0.04
H -4.1285 0.9960 -2.9110 0.10
H -5.3034 0.6499 -1.4783 0.13
H -2.2585 4.5540 -3.2726 0.11
H -1.5725 4.7345 -6.1117 0.10
H -0.4934 2.3095 -7.1340 0.10
H -0.0754 0.2005 -5.4933 0.12
Br -0.1517 -1.7641 -1.0606 0.64
C 0.0578 -3.4497 -2.0200 -0.66
C -0.9091 -4.4932 -1.5101 -0.70
Br -0.3159 -5.2313 0.1949 0.61
H 1.1059 -3.7438 -1.9239 0.02
H -0.1529 -3.2081 -3.0668 0.07
H -0.9475 -5.3478 -2.1921 0.05
H -1.9214 -4.1095 -1.3574 0.03
Br 3.4773 4.4721 -1.7041 0.60
C 3.2162 3.9059 0.1444 -0.68
C 3.5587 5.0165 1.1103 -0.70
Br 5.4895 5.2162 1.2996 0.61
H 3.8146 3.0031 0.2896 0.05
H 2.1545 3.6481 0.2146 0.03
H 3.1976 4.7775 2.1150 0.06
H 3.1646 5.9909 0.8092 -0.01
Br -3.3149 1.8494 3.3743 0.97
C -4.2159 0.7225 4.6873 -0.60
C -3.4165 0.6264 5.9661 -0.74
Br -1.9019 -0.5851 5.7620 0.60
H -4.3920 -0.2450 4.2106 0.06
H -5.1773 1.2131 4.8699 0.06
H -4.0225 0.1919 6.7667 0.01
H -3.0148 1.5868 6.3004 0.02
Br -4.3207 2.7524 8.8998 0.64
C -6.2181 3.0692 8.5756 -0.68
C -7.0628 1.9450 9.1292 -0.69
Br -6.9876 0.3730 7.9773 0.61
H -6.3384 3.2143 7.4992 0.05
H -6.4409 4.0085 9.0918 0.06
H -8.1184 2.2317 9.1506 0.06
H -6.7574 1.6238 10.1286 0.05
Br 4.3472 -4.1709 -2.1418 0.62
C 4.0860 -4.7371 -0.2934 -0.92
C 4.4286 -3.6265 0.6725 -0.67
Br 6.3593 -3.4268 0.8618 0.58
H 4.6845 -5.6399 -0.1482 -0.07
H 3.0244 -4.9948 -0.2231 -0.02
H 4.0674 -3.8655 1.6772 0.07
H 4.0345 -2.6521 0.3714 0.05
Br 3.6375 -6.8823 -1.2185 0.81
C 4.3341 -7.9660 -2.6834 -0.61
C 4.8183 -9.3091 -2.1880 -0.69
Br 6.5473 -9.1518 -1.2996 0.61
H 5.1126 -7.3769 -3.1744 0.06
H 3.4907 -8.0900 -3.3702 0.06
H 4.9906 -9.9893 -3.0273 0.06
H 4.1354 -9.7817 -1.4768 0.05
Br 12.2133 -0.8265 2.8531 0.59
C 10.3159 -0.5097 2.5290 -0.72
C 9.4712 -1.6338 3.0825 -0.68
Br 9.5465 -3.2058 1.9306 0.57
H 10.1957 -0.3645 1.4525 0.06
H 10.0931 0.4297 3.0451 -0.04
H 8.4156 -1.3471 3.1039 0.00
H 9.7767 -1.9551 4.0820 0.06
Br 4.3385 8.5280 -0.6094 0.62
C 2.7181 9.3862 0.0566 -0.69
C 2.8881 9.8394 1.4882 -0.69
Br 2.7642 8.3353 2.7236 0.63
H 1.9003 8.6745 -0.0803 0.06
H 2.5607 10.2454 -0.6033 0.06
H 2.0757 10.5127 1.7775 0.06
H 3.8464 10.3304 1.6775 0.05
Br -7.1207 -4.2914 -2.0912 0.63
C -6.4241 -5.3751 -3.5561 -0.69
C -5.9399 -6.7182 -3.0607 -0.69
Br -4.2108 -6.5609 -2.1723 0.62
H -5.6455 -4.7860 -4.0471 0.04
H -7.2675 -5.4991 -4.2429 0.06
H -5.7676 -7.3984 -3.9001 0.06
H -6.6228 -7.1908 -2.3495 0.05
Br 8.2668 2.0408 3.9665 0.69
C 6.3694 2.3576 3.6424 -0.70
C 5.5247 1.2334 4.1959 -0.68
Br 5.6000 -0.3386 3.0440 0.63
H 6.2492 2.5027 2.5659 0.02
H 6.1466 3.2969 4.1585 0.05
H 4.4692 1.5201 4.2173 0.06
H 5.8302 0.9122 5.1954 0.05
```

Calculated values
- Gap between HOMO and LUMO: 5.0 eV
- E_LUMO: -1.79 eV
- E: -53277.21019 a.u.
- Largest force on an atom: 14.1 eV/A

---

# 4
Entry from the OMol25 dataset: 3 unconnected molecules or ions with the total composition C35H55ClN2O4S3 (the ωB97M-V functional and the def2-TZVPD basis).

Structure (XYZ):
```
100
Properties=species:S:1:pos:R:3:lowdin_charge:R:1
C -3.1938 5.1407 6.8253 -0.13
C -3.2527 4.1537 5.5258 -0.27
C -4.7723 3.8285 5.0859 -0.21
C -5.0624 2.2275 4.9719 -0.19
C -4.8594 1.7138 3.4579 -0.20
C -3.4397 1.0083 3.1766 -0.17
C -3.2078 1.0559 1.5753 -0.12
C -3.4662 -0.1827 0.6703 0.05
C -3.2067 -0.1838 -0.8834 -0.15
C -2.7012 1.2031 -1.4444 -0.38
C -2.4646 2.4502 -0.5568 -0.02
C -2.7128 2.4020 0.9715 -0.14
C -2.4590 3.7409 1.8073 -0.17
C -0.9060 4.1339 1.8792 -0.25
C -0.1441 3.4608 3.1467 -0.50
S 0.5545 1.7825 2.6631 0.68
S -2.4481 1.2362 -3.2986 0.86
C -1.7476 -0.4734 -3.5912 -0.37
C -0.6151 -0.7326 -4.6447 -0.01
C -0.0202 -2.1487 -4.8636 -0.23
N 1.0469 -2.4327 -5.8693 -0.06
C 2.2593 -1.5990 -5.5023 -0.21
C 2.3550 -0.2169 -6.3303 -0.20
C 3.8741 0.2255 -6.6591 -0.25
C 4.5641 1.0328 -5.4518 -0.14
C -0.6082 -3.3095 -4.0103 0.01
C -1.7576 -3.0414 -2.9723 0.00
C -2.3652 -1.6272 -2.7063 -0.16
N -3.4315 -1.2904 -1.7878 -0.13
C -4.3262 -2.3555 -1.3532 -0.18
C -3.7817 -3.4709 -0.3463 -0.18
C -2.3291 -3.2418 0.2839 -0.23
C -1.4659 -4.5970 0.2595 -0.26
S -1.1688 -5.3869 1.9079 0.45
O 0.2169 -6.0197 1.8195 -0.42
O -2.1244 -6.5504 2.1496 -0.39
Cl -1.0883 -4.0528 3.4982 0.35
H -2.1154 5.0910 7.2279 0.07
H -3.9405 4.8223 7.6286 0.07
H -3.3584 6.2147 6.4452 0.08
H -2.6194 3.2103 5.7168 0.10
H -2.7049 4.7347 4.6879 0.09
H -4.9491 4.3328 4.0655 0.10
H -5.5036 4.3263 5.8148 0.10
H -6.1873 2.0858 5.2080 0.11
H -4.4413 1.6336 5.7437 0.12
H -4.9186 2.6166 2.7392 0.10
H -5.6792 0.9854 3.1372 0.11
H -3.3700 -0.0506 3.5948 0.11
H -2.6395 1.6394 3.7280 0.09
H -3.8553 -1.1241 1.1873 0.09
H -2.0895 3.4088 -1.0424 0.11
H -2.9656 3.6269 2.8293 0.07
H -3.0131 4.5993 1.2758 0.13
H -0.8063 5.2769 1.9605 0.11
H -0.3364 3.7880 0.9377 0.10
H 0.7068 4.1332 3.5281 0.08
H -0.9137 3.3197 3.9797 0.04
H -0.4559 0.8617 2.9944 -0.12
H -0.2239 0.1313 -5.2720 0.09
H 0.6971 -2.0156 -6.7573 0.10
H 2.1334 -1.3185 -4.3955 0.12
H 3.1721 -2.2685 -5.6460 0.12
H 1.8820 0.6000 -5.6695 0.10
H 1.8021 -0.2641 -7.3393 0.11
H 3.7990 0.9719 -7.5382 0.10
H 4.5181 -0.6633 -7.0244 0.11
H 5.0005 0.3671 -4.6357 0.05
H 3.8796 1.8058 -4.9537 0.07
H 5.4536 1.6055 -5.9155 0.07
H -0.1890 -4.3724 -4.1571 0.10
H -2.1543 -3.9483 -2.4146 0.07
H -5.2589 -1.8735 -0.8649 0.14
H -4.7385 -2.8982 -2.2890 0.14
H -3.7896 -4.4829 -0.9107 0.11
H -4.5769 -3.6043 0.4848 0.12
H -1.6988 -2.4236 -0.1954 0.11
H -2.4932 -2.9090 1.3811 0.07
H -1.9105 -5.4233 -0.4171 0.12
H -0.4230 -4.3731 -0.1840 0.12
C 8.3291 -2.4371 -4.0520 -0.02
C 7.7565 -1.1953 -4.6819 -0.49
C 8.7005 -0.0519 -4.9432 -0.02
O 6.5759 -1.1184 -4.9690 0.04
H 7.5355 -3.1763 -3.9228 0.08
H 9.1000 -2.8607 -4.6994 0.09
H 8.7476 -2.1979 -3.0720 0.09
H 9.4879 -0.3695 -5.6302 0.09
H 9.1354 0.2934 -4.0029 0.09
H 8.1507 0.7746 -5.3990 0.08
C 3.1539 -0.0059 3.9057 -0.07
C 4.0110 -0.3297 5.1005 -0.50
C 4.3335 -1.7795 5.3503 -0.03
O 4.4272 0.5461 5.8362 0.06
H 3.0037 1.0729 3.8501 0.04
H 3.6509 -0.3377 2.9912 0.09
H 2.1800 -0.4899 4.0047 0.07
H 4.8823 -2.1901 4.5001 0.08
H 3.4120 -2.3426 5.5134 0.08
H 4.9574 -1.8631 6.2430 0.08
```

Calculated values
- SMILES string: CCCCCCc1cc2c(cc1CCCS)Sc1cc(NCCCC)ccc1N2CCCCS(=O)(=O)Cl.CC(C)=O.CC(C)=O
- Gap between HOMO and LUMO: 6.6 eV
- E_LUMO: -0.98 eV
- E: -3431.38539 a.u.
- Largest force on an atom: 8.4 eV/A

---

The highest largest force on an atom belongs to which entry?
C35H55Br20NO5

---

Which of these has the lowest E?
C35H55Br20NO5

---

Among the records above, which one has the lowest largest force on an atom?
C35H54I2NaO2S3Se